# 1
DFT (the ωB97M-V functional and the def2-TZVPD basis) results for a 9-piece molecular cluster, C27H72O9 overall in a non-equilibrium geometry.

Structure (XYZ):
```
108
C27H72O9 the ωB97M-V functional and the def2-TZVPD basis
C 23.37 -20.59 39.82
C 22.53 -21.72 39.27
C 21.69 -21.16 38.02
O 23.29 -22.81 38.99
H 22.90 -19.65 40.24
H 24.06 -20.25 39.19
H 23.89 -20.87 40.68
H 21.76 -21.84 40.03
H 21.24 -20.36 38.36
H 20.83 -21.76 37.80
H 22.55 -20.97 37.17
H 23.47 -23.27 39.76
C 28.89 -23.55 38.87
C 27.56 -22.80 39.09
C 26.91 -22.98 40.43
O 27.85 -21.52 38.97
H 28.62 -24.62 39.10
H 29.53 -23.43 39.75
H 29.50 -23.53 38.11
H 26.95 -23.03 38.40
H 27.58 -22.92 41.19
H 26.58 -24.03 40.66
H 26.04 -22.48 40.55
H 27.42 -21.17 38.25
C 30.52 -19.00 46.10
C 30.39 -20.37 45.54
C 31.33 -21.38 46.16
O 29.06 -20.75 45.89
H 31.61 -18.65 45.84
H 30.44 -19.15 47.13
H 29.70 -18.38 45.55
H 30.81 -20.37 44.47
H 31.16 -21.08 47.26
H 32.25 -21.01 45.99
H 31.19 -22.32 46.15
H 28.55 -20.79 45.15
C 27.51 -17.90 42.97
C 26.96 -19.19 43.40
C 26.14 -19.83 42.29
O 27.98 -20.13 43.59
H 28.10 -18.01 41.93
H 28.12 -17.37 43.83
H 26.65 -17.07 42.94
H 26.30 -19.05 44.32
H 25.27 -19.34 42.20
H 25.92 -21.02 42.57
H 26.60 -19.58 41.37
H 28.44 -20.13 42.63
C 29.74 -15.20 41.39
C 30.38 -13.99 41.99
C 30.03 -13.94 43.44
O 31.75 -14.24 41.93
H 30.13 -15.21 40.31
H 28.66 -15.26 41.43
H 29.94 -16.16 41.77
H 30.15 -13.01 41.52
H 28.98 -13.84 43.24
H 30.51 -12.93 43.84
H 30.42 -14.82 44.26
H 32.05 -13.97 41.01
C 25.89 -18.38 47.07
C 26.35 -17.53 48.35
C 27.72 -16.82 48.33
O 25.53 -16.55 48.89
H 25.73 -17.86 46.14
H 24.85 -18.86 47.23
H 26.38 -19.28 46.91
H 26.25 -18.08 49.15
H 28.49 -17.57 47.93
H 28.07 -16.32 49.40
H 27.93 -16.17 47.46
H 24.73 -17.12 49.25
C 26.86 -18.14 38.71
C 25.91 -16.99 38.87
C 25.70 -16.45 40.24
O 26.44 -15.97 38.01
H 26.48 -18.92 39.39
H 27.86 -17.80 39.17
H 26.86 -18.52 37.67
H 25.00 -17.42 38.49
H 24.92 -15.91 40.38
H 26.73 -15.93 40.67
H 25.52 -16.99 40.93
H 25.90 -15.19 37.95
C 31.21 -18.98 41.74
C 30.38 -19.79 40.65
C 31.18 -20.49 39.75
O 29.56 -20.61 41.38
H 31.86 -18.06 41.34
H 31.81 -19.67 42.29
H 30.41 -18.80 42.41
H 29.61 -19.06 40.05
H 31.87 -21.34 40.16
H 32.13 -19.98 39.40
H 30.56 -20.95 38.91
H 28.83 -20.95 40.89
C 22.56 -22.61 42.96
C 22.86 -23.94 42.42
C 21.62 -24.66 41.92
O 23.81 -23.87 41.37
H 22.23 -22.73 43.99
H 22.01 -22.00 42.31
H 23.59 -22.22 43.28
H 23.44 -24.50 43.19
H 21.23 -24.03 40.88
H 20.95 -24.67 42.69
H 21.83 -25.69 41.55
H 24.29 -24.74 41.25
```

Computed properties:
largest force on an atom: 12.48 eV Å⁻¹
total charge: 0
structure (SMILES): CC(C)O.CC(C)O.CC(C)O.CC(C)O.CC(C)O.CC(C)O.CC(C)O.CC(C)O.CC(C)O
energy above the lowest of the compared OMol25 structures with the same formula, charge and spin: 15.677 eV
HOMO energy: -9.4 eV
E: -47579.435 eV
LUMO: 0.343 eV

# 2
DFT (the ωB97M-V functional and the def2-TZVPD basis) results for C27H73Ba2F12NO20 as an isolated structure in a non-equilibrium geometry.

Structure (XYZ):
```
135
C27H73Ba2F12NO20 the ωB97M-V functional and the def2-TZVPD basis
N -0.19 -0.79 0.81
H 0.53 -1.13 0.19
H 0.24 -0.21 1.51
H -0.81 -1.48 1.24
H -0.71 -0.21 0.17
Ba -0.86 3.02 0.31
Ba -0.27 0.82 -3.10
O -1.62 0.69 -0.76
H -2.32 0.23 -1.27
C 2.66 0.94 -0.92
O 2.34 -0.22 -0.15
O 1.42 1.59 -0.98
C 3.93 1.65 -0.38
F 4.09 1.44 0.93
F 5.03 1.18 -0.97
F 3.93 2.99 -0.53
C 3.11 -1.37 -0.37
C 2.41 -2.52 0.19
H 1.48 -2.80 -0.30
H 3.08 -3.37 0.05
H 2.25 -2.51 1.27
H 4.00 -1.36 0.26
H 3.40 -1.68 -1.38
H 2.83 0.48 -1.89
C 0.18 1.08 3.77
O 1.11 0.02 3.40
O -0.25 1.66 2.59
C -0.87 0.59 4.84
F -1.27 1.53 5.65
F -2.01 0.07 4.36
F -0.39 -0.39 5.65
C 2.15 -0.32 4.28
C 3.14 -1.22 3.47
H 4.12 -1.08 3.93
H 2.84 -2.26 3.61
H 3.14 -0.96 2.41
H 1.87 -0.91 5.15
H 2.76 0.56 4.50
H 0.72 1.92 4.22
C -1.66 4.71 -2.64
O -1.16 5.51 -1.51
O -1.14 3.45 -2.45
C -3.16 5.08 -2.87
F -4.03 5.14 -1.85
F -3.42 6.24 -3.43
F -3.66 4.16 -3.70
C -0.14 6.51 -1.78
C -0.15 7.53 -0.60
H 0.16 7.04 0.32
H 0.47 8.40 -0.82
H -1.17 7.82 -0.32
H -0.31 7.03 -2.72
H 0.83 6.04 -1.93
H -1.09 4.99 -3.52
C -2.15 -2.27 -3.28
O -2.77 -0.96 -3.33
O -0.85 -2.01 -2.86
C -2.97 -3.43 -2.48
F -2.19 -4.53 -2.29
F -3.61 -3.00 -1.32
F -4.03 -3.86 -3.16
C -3.96 -0.84 -4.22
C -4.11 0.66 -4.16
H -5.01 0.97 -4.69
H -4.18 0.99 -3.13
H -3.28 1.20 -4.63
H -4.87 -1.13 -3.70
H -3.90 -1.32 -5.19
H -2.05 -2.63 -4.31
C 4.71 -5.04 -3.51
O 4.19 -4.15 -2.59
H 4.23 -5.01 -4.49
H 5.77 -4.82 -3.65
H 4.67 -6.08 -3.19
H 3.25 -4.13 -2.74
C 1.01 -5.27 -3.35
O 1.32 -4.05 -2.75
H 1.85 -5.79 -3.81
H 0.50 -5.95 -2.66
H 0.36 -5.01 -4.19
H 0.51 -3.54 -2.67
C -1.52 -3.03 3.75
O -1.22 -2.92 2.31
H -0.61 -2.85 4.33
H -2.19 -2.27 4.15
H -1.89 -4.00 4.10
H -2.01 -3.37 1.98
C -3.80 -5.04 1.90
O -3.46 -3.92 1.21
H -3.07 -5.83 1.71
H -3.80 -4.87 2.98
H -4.81 -5.38 1.65
H -3.42 -4.23 0.30
C 2.64 5.20 0.93
O 1.74 4.30 0.47
H 3.68 5.13 0.60
H 2.20 6.17 0.71
H 2.81 5.41 1.98
H 2.26 3.70 -0.07
C 0.52 -5.86 1.82
O 1.78 -6.46 2.09
H 0.70 -4.80 1.97
H 0.34 -6.17 0.79
H -0.26 -6.28 2.47
H 2.12 -6.91 1.32
C -4.36 -0.07 1.39
O -4.37 0.39 0.05
H -3.68 0.55 1.97
H -5.22 0.21 2.00
H -4.17 -1.14 1.35
H -3.69 -0.02 -0.49
C 2.91 -1.68 -4.84
O 1.68 -1.24 -4.33
H 3.15 -1.20 -5.79
H 3.70 -1.34 -4.17
H 2.95 -2.76 -5.00
H 1.33 -1.91 -3.73
C -1.17 4.94 3.19
O -1.81 5.15 1.96
H -0.97 5.91 3.64
H -1.59 4.27 3.94
H -0.23 4.49 2.86
H -2.24 6.01 2.04
C 6.43 1.53 3.14
O 5.10 1.99 3.33
H 6.38 0.51 2.75
H 6.91 2.18 2.40
H 7.09 1.59 4.01
H 4.53 1.71 2.60
C -4.70 3.61 1.30
O -3.66 2.88 0.60
H -4.86 4.66 1.05
H -5.65 3.17 0.98
H -4.53 3.62 2.37
H -3.97 2.00 0.40
```

Computed properties:
largest force on an atom: 4.09 eV Å⁻¹
total charge: 0
HOMO energy: -8.0 eV
E: -105619.264 eV
LUMO: -0.306 eV

# 3
DFT (the ωB97M-V functional and the def2-TZVPD basis) results for a 10-piece molecular cluster, C27H73NO19 overall in a non-equilibrium geometry.

Structure (XYZ):
```
120
C27H73NO19 the ωB97M-V functional and the def2-TZVPD basis
C -2.87 2.46 1.42
C -1.81 3.43 1.83
C -2.45 4.72 2.36
C -1.01 2.71 2.93
C 0.42 3.23 3.10
C 1.22 3.48 1.76
C 0.33 4.29 0.75
C 0.30 5.76 1.20
C 1.09 4.19 -0.58
N -0.98 3.63 0.63
O -1.76 4.21 -0.41
H -2.39 1.56 1.02
H -3.45 2.06 2.26
H -3.62 2.79 0.70
H -2.81 5.46 1.65
H -3.29 4.53 3.04
H -1.80 5.41 2.91
H -1.55 2.91 3.86
H -0.97 1.64 2.74
H 0.41 4.14 3.71
H 1.10 2.58 3.67
H 1.39 2.45 1.45
H 2.13 4.03 1.97
H 1.29 6.21 1.16
H -0.02 5.92 2.23
H -0.37 6.39 0.61
H 0.77 4.84 -1.40
H 0.92 3.21 -1.03
H 2.15 4.45 -0.50
H -1.53 3.61 -1.14
O -1.42 2.79 -2.81
C -2.59 2.07 -3.00
C -3.27 2.47 -4.34
O -3.67 3.84 -4.35
H -0.95 2.85 -3.65
H -2.37 1.00 -2.99
H -3.29 2.30 -2.20
H -4.15 1.83 -4.40
H -2.58 2.29 -5.17
H -2.91 4.43 -4.25
O 1.23 -0.23 -0.45
C -0.01 0.39 -0.23
C -1.19 -0.59 -0.52
O -1.36 -1.53 0.56
H 1.39 -0.36 -1.39
H -0.10 0.64 0.83
H -0.18 1.33 -0.76
H -1.02 -1.08 -1.48
H -2.08 0.04 -0.63
H -2.23 -1.95 0.51
O 3.83 -1.77 0.61
C 4.03 -2.09 -0.74
C 5.25 -3.04 -0.94
O 4.82 -4.35 -0.55
H 4.45 -1.05 0.81
H 3.13 -2.50 -1.19
H 4.37 -1.27 -1.37
H 6.11 -2.71 -0.36
H 5.55 -3.06 -1.99
H 4.75 -4.32 0.40
O -0.95 -3.71 2.73
C 0.24 -3.47 3.44
C 1.25 -2.69 2.58
O 2.11 -3.56 1.86
H -0.67 -4.33 2.04
H -0.04 -2.76 4.22
H 0.59 -4.33 4.00
H 1.86 -2.09 3.28
H 0.82 -1.97 1.88
H 2.70 -2.96 1.38
O 1.26 -6.30 -1.35
C 1.34 -4.86 -1.44
C 0.08 -4.36 -2.08
O 0.07 -4.89 -3.40
H 2.15 -6.60 -1.18
H 1.45 -4.42 -0.44
H 2.15 -4.46 -2.05
H 0.15 -3.27 -2.08
H -0.76 -4.68 -1.46
H -0.24 -5.80 -3.36
O 5.07 0.41 1.81
C 4.16 1.51 1.86
C 4.06 2.07 0.44
O 3.67 1.19 -0.56
H 5.94 0.79 1.68
H 3.24 1.41 2.45
H 4.60 2.34 2.42
H 5.03 2.44 0.10
H 3.56 3.04 0.49
H 2.91 0.62 -0.32
O -1.58 -0.69 3.28
C -2.98 -0.62 3.64
C -3.59 -1.95 4.05
O -3.58 -2.92 2.99
H -1.48 -1.12 2.43
H -3.10 0.06 4.48
H -3.40 -0.15 2.75
H -4.61 -1.88 4.42
H -2.97 -2.28 4.88
H -2.64 -3.14 2.92
O 2.53 2.24 -3.30
C 2.73 1.33 -4.36
C 1.65 0.19 -4.29
O 1.89 -0.58 -3.13
H 2.47 1.81 -2.44
H 2.69 1.80 -5.34
H 3.73 0.88 -4.30
H 1.60 -0.40 -5.21
H 0.69 0.69 -4.13
H 2.38 -1.34 -3.46
O -3.80 -2.88 0.07
C -4.67 -3.80 -0.61
C -4.31 -3.84 -2.10
O -5.30 -4.66 -2.73
H -3.97 -3.02 1.01
H -4.54 -4.76 -0.11
H -5.70 -3.50 -0.37
H -3.31 -4.26 -2.11
H -4.19 -2.85 -2.54
H -4.82 -5.37 -3.17
```

Computed properties:
largest force on an atom: 3.01 eV Å⁻¹
total charge: 0
structure (SMILES): CC1(C)CCCC(C)(C)N1O.OCCO.OCCO.OCCO.OCCO.OCCO.OCCO.OCCO.OCCO.OCCO
energy above the lowest of the compared OMol25 structures with the same formula, charge and spin: 0.016 eV
HOMO energy: -8.2 eV
E: -69569.903 eV
LUMO: 0.274 eV